#A
ORCA calculation (the ωB97M-V functional and the def2-TZVPD basis) on 2 unconnected molecules or ions with the total composition C2H7OS.

The total charge is -1. As for the HOMO-LUMO gap: 7.211 eV. The LUMO energy is 4.39 eV. As for the HOMO energy: -2.8 eV.

Each line ends with the natural charge from an NBO analysis.
Element x y z (Å)
C1 0.852 1.065 0.493  -0.615
C2 -0.178 0.927 -0.703  -0.529
S1 -0.123 -0.688 -1.546  -0.647
H1 1.907 0.825 0.204  0.195
H2 0.704 0.436 1.340  0.193
H3 0.751 2.099 0.906  0.168
H4 -0.028 1.592 -1.598  0.192
H5 -1.105 1.311 -0.238  0.165
H6 -0.542 -2.543 1.062  0.446
H7 -0.936 -2.254 -0.414  0.478
O1 -1.301 -2.770 0.495  -1.046

=====

#B
ORCA calculation (the ωB97M-V functional and the def2-TZVPD basis) on 2 unconnected molecules or ions with the total composition C2H7OS.

The total charge is -1. As for the HOMO-LUMO gap: 6.654 eV. The LUMO energy is 3.85 eV. As for the HOMO energy: -2.8 eV.

Each line ends with the natural charge from an NBO analysis.
Element x y z (Å)
S1 -1.750 -1.509 2.543  -1.061
H1 -2.255 -2.752 2.797  0.099
C1 0.531 0.132 -0.164  -0.074
O1 -0.540 0.705 0.633  -0.764
C2 0.666 0.886 -1.471  -0.625
H2 1.448 0.370 0.398  0.145
H3 0.425 -0.947 -0.235  0.186
H4 -0.897 -0.108 1.024  0.508
H5 0.547 1.965 -1.407  0.208
H6 1.711 0.643 -1.743  0.185
H7 0.114 0.616 -2.376  0.193

=====

#C
ORCA calculation (the ωB97M-V functional and the def2-TZVPD basis) on 2 unconnected molecules or ions with the total composition C2H7OS.

The total charge is -1. As for the HOMO-LUMO gap: 5.441 eV. The LUMO energy is 4.03 eV. As for the HOMO energy: -1.4 eV.

Each line ends with the natural charge from an NBO analysis.
Element x y z (Å)
O1 3.051 0.536 -1.398  -0.955
H1 2.893 0.894 -0.532  0.474
C1 -1.443 0.402 1.874  -1.119
S1 -1.324 0.847 0.237  0.079
C2 -0.654 -0.651 -0.711  -0.813
H2 -0.687 0.766 2.559  0.161
H3 -2.410 0.089 2.250  0.162
H4 2.326 -0.078 -1.558  0.479
H5 -1.187 -1.529 -0.351  0.198
H6 -0.994 -0.543 -1.747  0.178
H7 0.429 -0.734 -0.625  0.156

=====

#D
ORCA calculation (the ωB97M-V functional and the def2-TZVPD basis) on 2 unconnected molecules or ions with the total composition C2H7OS.

The total charge is -1. As for the HOMO-LUMO gap: 6.859 eV. The LUMO energy is 4.24 eV. As for the HOMO energy: -2.6 eV.

Each line ends with the natural charge from an NBO analysis.
Element x y z (Å)
O1 -0.782 -2.079 1.361  -0.999
H1 -0.650 -1.133 1.083  0.488
C1 1.844 1.057 0.368  -0.615
C2 0.890 0.624 -0.780  -0.526
S1 -0.899 0.469 -0.607  -0.687
H2 1.700 0.371 1.212  0.189
H3 1.560 2.057 0.696  0.188
H4 2.899 1.045 0.097  0.177
H5 1.206 1.363 -1.528  0.159
H6 1.254 -0.354 -1.108  0.170
H7 -1.727 -1.982 1.116  0.456

=====

In kJ/mol, relative to the most stable structure: #A 24.6; #B 19.8; #C 191.7; #D 0.0.

=====

#A
ORCA calculation (the ωB97M-V functional and the def2-TZVPD basis) on a molecular structure, C6H11NO3.

The total charge is 0. As for the HOMO-LUMO gap (spin up / spin down): 7.560 / 6.964 eV. The LUMO energy (spin up / spin down) is 0.30 / -0.08 eV. As for the HOMO energy (spin up / spin down): -7.3 / -7.0 eV.

Each line ends with the natural charge from an NBO analysis.
Element x y z (Å)
C1 -0.018 0.364 1.666  0.561
C2 0.899 -0.941 0.009  -0.541
C3 2.317 -0.422 0.125  -0.650
C4 -1.377 -0.311 -1.369  0.644
C5 -0.427 0.483 -0.493  0.173
N1 -2.609 -0.561 -0.844  -0.821
C6 0.077 1.654 -1.030  -0.537
O1 -0.995 0.685 0.831  -0.543
O2 -0.381 0.013 2.899  -0.646
O3 -1.018 -0.718 -2.456  -0.609
H1 -1.286 -0.333 2.887  0.498
H2 0.932 0.885 1.610  0.175
H3 -3.294 -0.957 -1.467  0.406
H4 -2.924 -0.066 -0.027  0.403
H5 0.684 -1.769 0.687  0.199
H6 0.745 -1.369 -0.980  0.230
H7 0.304 1.707 -2.083  0.227
H8 0.299 2.493 -0.389  0.208
H9 3.017 -1.032 -0.451  0.219
H10 2.677 -0.400 1.156  0.195
H11 2.378 0.597 -0.281  0.210

=====

#B
ORCA calculation (the ωB97M-V functional and the def2-TZVPD basis) on a single C6H11NO3 molecule.

The total charge is 0. As for the HOMO-LUMO gap: 10.100 eV. The LUMO energy is 0.65 eV. As for the HOMO energy: -9.4 eV. The SMILES is C[C@H]1CN[C@](O)(C(=O)O)C1.

Each line ends with the natural charge from an NBO analysis.
Element x y z (Å)
C1 -2.345 -0.641 1.020  -0.596
C2 -0.898 -0.540 0.431  -0.241
C3 -0.838 -0.536 -1.152  -0.219
N1 0.498 -0.144 -1.609  -0.637
C4 1.073 0.618 -0.480  0.286
O1 1.669 1.873 -0.828  -0.711
C5 2.049 -0.315 0.243  0.757
O2 1.977 -1.488 0.217  -0.567
O3 3.143 0.219 0.827  -0.686
C6 -0.125 0.687 0.603  -0.415
H1 -2.923 0.215 0.839  0.202
H2 -2.232 -0.762 2.064  0.209
H3 -2.925 -1.481 0.688  0.214
H4 -0.370 -1.377 0.796  0.220
H5 -1.229 -1.491 -1.573  0.206
H6 -1.395 0.276 -1.591  0.185
H7 1.025 -0.926 -1.893  0.385
H8 1.226 2.163 -1.573  0.485
H9 3.079 1.250 1.065  0.504
H10 -0.757 1.567 0.388  0.212
H11 0.296 0.831 1.517  0.207

=====

In kJ/mol, relative to the most stable structure: #A 355.3; #B 0.0.